(1)
Molecular formula: C35H48F9N2O42S10
Method: DFT, ωB97M-V/def2-TZVPD

Its largest force on an atom is 3.902 eV Å⁻¹. The LUMO energy comes out at -0.2098 hartree. The value obtained for the molecular weight is 1660.39 g/mol. The frontier orbital gap comes out at 6.24 eV.

```
! wB97M-V def2-TZVPD RIJCOSX def2/J DEFGRID3
* xyz 1 1
F -8.73605 5.71863 -3.27047
H 7.08306 -5.83888 -0.09537
C 0.32510 -3.58501 -1.08513
C 5.07115 -9.68428 5.89333
O 6.52925 -13.64844 2.46898
O 5.78773 -10.22568 9.01325
O -7.92603 8.09505 1.53162
O -0.32477 -5.99964 1.38975
O 6.84068 -11.40556 3.34759
F -4.98394 5.94546 -6.04266
O 1.67761 -6.71488 2.70281
O 0.89831 4.79727 0.75583
O 1.71737 -6.77961 0.23598
H -0.71803 5.57662 -0.29174
H 0.61198 -1.97794 0.34901
C -2.89311 6.07940 -3.34868
O 7.03236 -5.51255 1.93012
H 6.72085 -14.53959 4.34182
H -1.08379 -2.25717 -0.11853
H -0.35899 3.84987 -0.55282
C -11.68965 9.72601 0.27683
C -3.68528 7.06098 -4.07492
O 0.05371 -1.30418 -1.53720
O 3.31894 -0.69512 -1.20440
C -0.40371 4.65262 0.19090
O 1.49065 4.47400 3.12996
C -3.57242 5.09050 -2.35951
H -2.21127 3.77109 1.02988
O 7.02386 -9.26510 7.11629
C 1.97053 -8.11713 -0.21047
C -7.51761 7.56970 0.26724
H 6.41881 -4.25988 0.38842
H -0.06060 -4.42655 -0.51277
H -1.36856 0.98587 -5.85550
C 6.45152 -9.06448 5.81737
O 8.85490 -1.70427 2.13728
O 6.82019 -0.45338 1.52114
H 7.40304 -12.09590 5.22783
H -8.33868 7.70771 -0.44150
H -3.23008 1.99351 -1.96669
H 5.70336 0.67497 -1.06002
H 8.18909 -13.79226 3.66834
H 7.07718 -9.58045 5.08557
C -0.04946 -2.25233 -0.47131
H 1.40889 -3.68200 -1.18900
H -3.53192 8.69049 -5.59116
O -1.55764 -1.71104 -3.37121
H 10.38909 0.80028 3.60641
H 6.41285 -8.00459 5.57625
F -7.51682 5.27390 -6.31438
O -8.67456 10.44729 1.42371
S -13.83423 9.49302 -0.95609
N -3.54154 3.62067 -5.04967
F -9.47389 6.22106 -5.24721
C 9.53199 0.19224 3.32201
F -6.81090 4.58187 -4.36311
F -6.31049 7.69554 -6.11956
C -3.02651 2.14454 -3.04948
O 7.67757 -11.95029 1.09728
H 0.92958 -9.96844 0.26019
F -8.24185 7.70999 -4.08957
C -1.45175 5.99978 -3.57913
C -8.41300 6.40619 -4.41394
H 10.84065 -1.23348 2.34716
O 5.22382 -11.78415 1.51844
C 3.56994 0.60345 -0.68410
S 6.40584 -6.84161 2.60347
H 4.37292 -5.27699 1.22291
H -5.40973 8.05890 0.40267
C -12.81198 9.95589 1.26997
H 5.22816 1.33303 0.52418
O 1.70477 2.59904 1.49315
H -2.59527 2.93297 -6.78012
O -13.89976 10.48005 -1.97750
H 5.70682 -12.36772 4.76468
C 5.07693 -5.93938 0.71193
H -7.28820 6.50847 0.35171
O 5.24102 -10.85908 6.69409
C 5.01343 0.56739 -0.21872
O -3.39571 5.07862 -1.18493
S 6.40196 -10.59419 7.78614
N -1.62067 7.81849 -5.20434
F -5.79804 6.84650 -2.82336
F -5.42664 8.64691 -4.04685
O 3.35336 -2.35584 0.62192
O -0.51040 3.39884 2.15930
S 0.81406 -6.83363 1.58152
H -1.56568 5.14872 1.95309
C -2.96705 7.92152 -5.00769
O -6.66668 9.81713 2.76160
H 10.06587 -1.86005 3.82225
C -6.30568 8.39166 -0.12991
H -10.86958 9.15095 0.70140
C -5.90327 6.67353 -5.30482
S -7.51382 9.65476 1.63396
H -11.30567 10.67254 -0.11173
H -1.64937 0.31815 -3.33727
O 8.90751 0.72460 2.14998
O -6.60554 9.72030 0.29785
C 6.45720 -5.31967 0.63472
O -0.24501 -3.55965 -2.39890
C -0.85327 6.89744 -4.53056
O 7.35711 -7.89373 2.51201
S 6.54209 -12.12500 1.93401
H -13.01320 9.05548 1.85586
H -0.82205 5.25613 -3.04119
O 5.78964 -6.46945 3.83301
H -6.12036 8.36670 -1.19939
O -12.29696 9.01600 -0.80623
O 4.93585 -2.55726 -1.30918
C -3.60719 3.25265 -3.74978
O -4.42041 4.15279 -2.94662
C 9.92920 -1.22345 2.95040
O 0.35337 -8.37398 1.46215
H 4.68263 -6.19788 -0.26898
H 2.88461 0.76786 0.15119
O 8.79736 -0.47467 -0.00021
C -1.30180 4.27315 1.35496
H 3.39712 1.36104 -1.44659
H 4.36791 -9.02375 6.40663
H 0.23410 6.85675 -4.76785
O -14.66328 8.33948 -0.95033
C -5.22512 7.26497 -3.99012
H 8.79827 0.19812 4.13179
C 0.73505 -8.89986 0.18803
C 7.10626 -13.69205 3.77881
C -7.13038 5.71404 -5.05931
H -0.08652 -8.72689 -0.51166
S 1.05253 3.75911 1.98707
S 4.19022 -1.77740 -0.37979
H 2.85862 -8.48520 0.31064
O -13.96514 10.23572 0.47199
S 8.22808 -0.47339 1.30389
O 5.19241 -0.73737 0.34097
H 4.67554 -9.94041 4.91163
S -0.23573 -2.04107 -2.94712
H -12.60352 10.78565 1.94309
H 2.14716 -8.13739 -1.28428
C 6.73858 -12.36352 4.40805
O 0.90434 -1.87312 -3.77952
C -2.16081 1.20744 -3.77824
H -1.16374 8.42445 -5.89308
O 5.24273 -7.11015 1.51366
C -2.01881 1.58402 -5.18028
C -2.72523 2.72655 -5.68408
O 7.35823 -11.64506 7.68693
*
```

---

(2)
Molecular formula: H22O11
Method: DFT, ωB97M-V/def2-TZVPD

The energy above the lowest of the compared OMol25 structures with the same formula, charge and spin comes out at 4.660 eV. Its largest force on an atom is 15.389 eV Å⁻¹. The LUMO energy comes out at -0.0021 hartree. The value obtained for the molecular weight is 198.17 g/mol. The frontier orbital gap comes out at 10.99 eV.

```
! wB97M-V def2-TZVPD RIJCOSX def2/J DEFGRID3
* xyz 0 1
O 0.25894 -0.70200 -3.24548
H 0.71694 1.44000 2.96452
H 0.79494 -2.40300 0.26552
H -1.17206 0.09000 2.59352
H -0.94506 -2.09800 1.88852
H 4.10894 -0.22600 0.31952
O -0.00806 3.57000 0.96152
H 0.57194 0.23600 2.03052
H -1.39306 1.35900 -0.69248
H -2.69106 1.76000 -0.19848
H 0.87794 0.96900 -2.75948
O 0.62594 0.55200 2.92252
H -2.17506 -1.71300 -0.23648
H -0.85606 3.92600 1.33552
H -2.52906 -0.15000 3.00852
O -2.24806 1.75400 -1.01548
H 0.51794 1.10200 -0.67048
O 1.46594 -1.89300 -0.36948
O -2.32206 -1.42700 -1.21548
O 3.91294 -0.98400 0.74452
O 0.96994 1.80100 -2.40848
H -0.12006 2.99500 0.40852
O 0.18894 0.59800 0.00652
H 3.08994 -1.22600 0.24252
H 0.87294 2.34600 -3.23648
O -1.75606 -0.61900 2.93452
H -2.03106 -0.63600 -1.38348
H -0.52506 -0.70200 -3.83948
H 0.39594 -1.31700 -2.51948
H -0.31906 -3.18400 1.18852
H 1.78094 -2.58700 -0.91548
H 0.62594 -0.17500 -0.14948
O -0.68606 -2.45600 1.04052
*
```

---

(3)
Molecular formula: C5H14
Method: DFT, ωB97M-V/def2-TZVPD

The energy above the lowest of the compared OMol25 structures with the same formula, charge and spin comes out at 0.541 eV. Its largest force on an atom is 1.862 eV Å⁻¹. The LUMO energy comes out at 0.0417 hartree. The value obtained for the molecular weight is 74.17 g/mol. The frontier orbital gap comes out at 12.27 eV.

```
! wB97M-V def2-TZVPD RIJCOSX def2/J DEFGRID3
* xyz 0 1
H 2.69154 1.20164 -0.08340
H -2.71040 1.69597 -1.92698
H -2.89473 0.06585 -2.78944
H 1.77760 -1.65300 1.84084
C -1.91077 -0.07765 -0.86216
H 0.21927 -1.09533 2.65990
H -2.68636 -0.78045 -0.56202
C 0.85987 -1.05676 1.77995
H 0.30258 0.80810 0.93830
H -1.46172 0.98057 -2.71725
H -1.06566 -0.72774 -1.13620
C 2.36604 0.23674 0.33126
H 2.13211 -0.34275 -0.56028
H 0.33232 -1.62879 1.01366
H -1.51222 0.48388 -0.02680
H 1.37981 1.03141 2.15923
H 3.28733 -0.18834 0.72929
C -2.32953 0.68631 -2.10144
C 1.22292 0.36034 1.31355
*
```

---

(4)
Molecular formula: C15H30Cl6O12
Method: DFT, ωB97M-V/def2-TZVPD

Its largest force on an atom is 5.440 eV Å⁻¹. Its expectation value of S² is 0.757. The LUMO energy (alpha / beta) comes out at -0.1244 / -0.3724 hartree. The value obtained for the molecular weight is 615.11 g/mol. The frontier orbital gap (alpha / beta) comes out at 9.43 / 2.68 eV.

```
! wB97M-V def2-TZVPD RIJCOSX def2/J DEFGRID3
* xyz 1 2
Cl -1.43066 8.45534 -1.32566
O -5.00244 -3.16268 0.61316
H -1.04439 3.92007 1.98003
H 4.08995 1.17144 2.46871
C 2.60820 3.27750 -1.73719
O 5.29282 -1.10734 1.25398
H -3.97995 -7.08741 -0.31003
C -1.26751 1.06269 -2.85887
O 6.95986 0.16772 0.37141
C 3.92601 1.26368 1.39506
H -5.51545 -1.12022 1.00262
H -0.32815 1.49845 -2.51853
H -1.46634 -2.06515 0.82544
C 5.75260 0.02754 0.88479
H 0.47834 3.40642 1.29868
C -4.16045 -4.13077 1.00121
Cl 0.75755 0.31611 4.64208
H 3.23025 0.54152 0.96785
H -4.28746 -1.36452 -0.10702
H 3.20779 3.96871 -1.14489
C -3.85269 -6.43347 0.55269
C 7.89599 -0.83044 0.58155
H -4.01414 -1.63283 1.64077
H -3.00432 -4.06687 -2.99230
O -3.06080 -4.00234 1.51461
H -2.03742 1.76825 -2.54658
H -0.75433 4.19997 0.26142
H -0.10945 -1.96395 4.73298
H 8.35609 -0.95675 1.56156
O -1.33632 0.07100 0.65990
O -1.22308 2.26921 0.87265
H 8.64123 -0.54586 -0.16125
H 3.54873 2.26476 1.18627
C 0.88311 -1.51396 4.75413
Cl 1.84862 -1.96207 3.33120
O 5.22163 1.20943 0.85052
O -1.47895 -0.23694 -2.37551
Cl -0.19141 6.75265 -3.46995
C -3.44311 -3.06994 -2.95110
O -4.67303 -5.31675 0.75443
H 7.56161 -1.81740 0.26186
H -3.61988 -2.83991 -4.00178
Cl 1.41162 4.02339 -2.79372
H -0.25523 -1.19470 -0.34904
H -4.39849 -3.24420 -2.45614
H -2.81905 -6.10517 0.44346
C -0.26555 7.17322 -1.80211
H 0.73602 7.53199 -1.56498
Cl 3.67123 2.26065 -2.82855
H -0.02792 -1.41445 1.40630
C -0.55164 1.14939 0.57105
H -0.49289 6.22018 -1.32447
H 2.08049 2.57787 -1.08901
H -3.83711 -7.04026 1.45804
O 0.58346 1.15808 0.07452
C -2.71653 -0.81576 -2.48371
C -0.58568 3.50390 1.08309
H -1.21207 1.22135 -3.93584
H 1.45961 -1.88083 5.60334
C -0.76094 -1.26145 0.61423
O -3.74498 -0.24616 -2.90019
O -2.56165 -2.19643 -2.25144
C -4.69134 -1.80551 0.80430
*
```

---

(5)
Molecular formula: C12H12OS
Method: DFT, ωB97M-V/def2-TZVPD

The energy above the lowest of the compared OMol25 structures with the same formula, charge and spin comes out at 2.843 eV. Its largest force on an atom is 5.458 eV Å⁻¹. The LUMO energy (alpha / beta) comes out at -0.0196 / -0.0195 hartree. The value obtained for the molecular weight is 204.29 g/mol. The frontier orbital gap (alpha / beta) comes out at 7.23 / 7.23 eV.

```
! wB97M-V def2-TZVPD RIJCOSX def2/J DEFGRID3
* xyz 0 1
H 0.72323 -3.08117 -1.75376
H 1.94400 0.64305 2.51096
C 0.54261 -1.04778 -1.65775
H 0.71241 2.26984 -0.59362
H 1.24356 -3.33698 0.69964
C 0.76692 -2.34634 0.33187
C 1.22490 1.35562 -1.07526
C -1.21407 0.51943 1.25609
H 1.36140 2.21179 1.87533
C -0.06986 -0.07092 0.57682
C 0.11369 0.18438 -0.88885
S 2.59914 1.21571 0.27105
H -3.19499 0.95168 -1.49880
C 0.33466 -1.33668 1.06972
C -1.15261 0.65170 -1.59237
O 3.22523 -0.11841 0.09347
C 1.53828 1.10975 1.65161
H -1.20934 0.48830 2.30834
C -2.29210 0.74814 -0.89055
H 1.62918 1.45217 -2.02482
H -1.21315 0.41764 -2.62107
H 0.31438 -1.56198 2.18648
H -3.20157 1.19829 1.02117
H 0.26060 -0.95925 -2.74731
C -2.30003 0.82069 0.50725
C 0.76585 -2.22212 -1.11102
*
```

---

(6)
Molecular formula: C50H54AsCl3N5O5Ti
Method: DFT, ωB97M-V/def2-TZVPD

The energy above the lowest of the compared OMol25 structures with the same formula, charge and spin comes out at 0.154 eV. Its largest force on an atom is 2.203 eV Å⁻¹. Its expectation value of S² is 0.755. The LUMO energy (alpha / beta) comes out at -0.0083 / -0.0114 hartree. The value obtained for the molecular weight is 1034.16 g/mol. The frontier orbital gap (alpha / beta) comes out at 6.62 / 7.06 eV.

```
! wB97M-V def2-TZVPD RIJCOSX def2/J DEFGRID3
* xyz 0 2
H 1.21174 -7.32486 2.94603
N -0.40909 3.85063 -0.64249
C -0.51033 -3.40841 0.67351
H -7.25537 -4.15832 0.89325
H 0.20115 -8.08848 1.72976
C -2.20072 3.13700 3.65155
H -3.73840 -0.01554 2.77049
H 2.06358 4.08530 2.38208
C -5.76075 -2.70109 0.33315
H 3.18869 5.68175 -2.79434
Ti -0.02870 1.18215 0.84970
O 5.15850 0.23926 -5.04995
C -1.08582 2.87263 2.84055
H -7.78358 -2.48422 1.05796
C 0.17910 3.34584 3.19787
C -0.43267 -0.51184 5.22877
C 4.47438 0.61808 -4.13230
H -2.66811 0.46541 1.51360
H 3.86370 3.20915 -3.82300
H 2.12270 -3.52217 -1.33035
H 0.62297 1.24743 -2.20171
C 0.39878 -1.59939 5.47508
H 2.92686 0.66659 -6.35122
H 3.05887 -1.50938 -5.06961
H -2.05608 -3.81322 3.68137
O 1.04499 1.31334 -3.11135
H -5.17047 -4.22388 -1.06211
H 1.57601 -3.16978 4.58524
C -0.76071 4.23460 5.20906
C -0.79071 -0.20205 3.92833
H -2.36658 1.80158 -0.72147
O 4.77190 0.90074 -0.62010
H 3.93770 0.08671 1.10843
H -4.34766 0.89279 1.39242
H 0.80220 6.16548 -3.49669
C 2.34850 1.22984 -3.02565
C 3.09625 1.23830 -4.32712
C -1.73587 1.25883 -1.43470
C 0.44959 -4.08135 -0.09228
C 0.95892 -7.31067 1.88696
O -1.34625 2.19178 1.78021
H 1.55530 -1.42533 -5.98336
H -1.80366 -3.21686 -1.88663
C -5.30563 -1.58231 1.00580
C 1.02508 -3.56000 -1.37573
C -2.63123 -3.78815 -1.47440
C -1.04669 -4.06886 1.79629
H -2.89925 3.99353 5.44600
C 2.80879 5.02175 -2.03199
H 3.22337 -1.38341 1.87697
H 0.66311 -1.85710 6.49840
H -0.95629 -5.76437 3.09161
H 1.04885 -2.49384 2.27683
C -1.25892 4.51003 -1.37284
H -3.14546 2.74880 3.28450
H -7.68085 -3.22313 -0.53929
C 0.91855 -5.33524 0.31684
H -1.50406 0.58532 3.71188
H 0.76836 -4.22768 -2.20229
H -1.71544 1.84133 -2.36750
C -0.55254 -5.31634 2.18029
C 3.40723 2.72431 -4.68924
N -0.60479 -0.55171 1.56763
H -2.19252 -2.41236 2.64255
C -7.19038 -3.16668 0.43822
H -2.18465 0.28839 -1.63650
H -3.13240 -3.81946 2.27432
C -2.15643 -3.49834 2.63931
H -0.82022 0.07954 6.05870
C -3.03759 -1.90692 0.21653
O -0.42404 1.07178 -0.95523
C 1.40757 4.83083 -1.90609
H 1.51998 -1.11228 -4.27059
H -3.21978 -4.12505 -2.32673
H 0.70102 -2.56575 -1.64643
H 2.43980 4.58310 -5.24124
C 3.04961 -0.39580 1.46480
H 1.34066 3.42843 -4.50447
H 5.90471 0.29296 -2.68724
N 2.87881 1.19163 -1.85360
C 0.45360 5.51900 -2.70123
C 0.45000 -5.96169 1.45464
C 0.92286 4.01121 -0.88602
C -0.27636 -0.93050 2.87040
C 3.16452 3.56772 -0.11554
H 1.85275 -7.60189 1.32674
C 0.32194 4.02273 4.40781
N 1.23072 2.73679 1.11346
C 0.60899 -1.97284 3.10479
C -3.97022 -1.16869 0.95628
C -2.04265 3.80487 4.81298
C -3.51021 -2.99349 -0.54017
H -1.62722 5.88494 -3.01419
Cl -0.57300 5.05674 6.72476
C 1.26136 3.36216 2.21527
C 0.91489 -2.33027 4.40227
H -2.30831 4.38534 -1.13973
C 2.19894 3.52392 -5.17441
As -1.05121 -1.57449 0.11470
H 4.73407 4.55835 -1.23683
C 1.84014 3.38620 0.00148
C 2.34873 0.50863 -5.44644
Cl 1.91114 -0.55501 0.11842
C 4.23126 0.92253 -1.71239
H -2.20490 -4.67627 -1.00114
C -3.65182 0.10173 1.68591
H 1.68366 -5.82779 -0.27827
H 4.16385 2.69085 -5.46837
Cl 2.33409 0.61969 2.70788
C -0.86759 5.36093 -2.44678
N 4.96184 0.60820 -2.83552
H 1.28512 4.41104 4.72222
C -4.84364 -3.38334 -0.45575
H -6.01470 -0.97391 1.57264
H 1.39791 1.02118 -5.59648
H 1.86446 3.20583 -6.16760
C 2.11441 -0.96626 -5.17104
H 3.82614 3.05354 0.56648
C 3.65720 4.40700 -1.15625
*
```

---

Question: Which value of largest force on an atom does entry 1 give?
Answer: 3.902 eV Å⁻¹

---

Question: Among the records above, which one has the highest largest force on an atom?
Answer: H22O11